[1]
The following is a quantum chemistry calculation of a structure of composition C6H16N3 at a distorted geometry, from the OMol25 dataset.

Each line ends with the Mulliken charge.
Geometry (Å):
1 C 1.0431 1.5207 1.3371  -0.903
2 C -0.0297 -0.3159 0.3677  -0.893
3 C -0.9091 1.7938 0.8221  -0.182
4 C 1.2563 0.5320 0.2443  1.577
5 C 2.4709 -0.3313 0.5950  -1.570
6 C 1.4415 1.1446 -1.1104  -1.664
7 N -1.1615 0.6518 0.3792  0.741
8 N -2.4125 -2.5793 -1.0791  -0.854
9 N -2.3699 0.1108 -0.0386  -0.757
10 H 1.4435 2.5182 1.1371  0.363
11 H 0.9258 1.1731 2.3620  0.371
12 H -0.1717 -0.8503 -0.6232  0.358
13 H -0.0241 -1.0904 1.0940  0.412
14 H -1.5581 2.6385 0.7258  0.334
15 H 2.3267 -0.6611 1.7243  0.348
16 H 3.5527 0.2063 0.4889  0.334
17 H 2.5647 -1.1953 -0.0635  0.416
18 H 2.3901 1.4205 -1.1989  0.584
19 H 0.5960 1.8900 -1.1826  0.369
20 H 1.3175 0.3603 -1.9071  0.313
21 H -3.3235 -3.0243 -1.4090  0.252
22 H -1.7880 -2.4561 -1.8542  0.251
23 H -3.1474 0.7166 -0.1002  0.176
24 H -2.4285 -0.9006 -0.2726  0.373
25 H -2.0049 -3.2724 -0.4382  0.251

## Properties
Frontier orbital gap   10.44 eV
Energy   -10942.100 eV
E_LUMO   -3.21 eV
Net charge   +1
F_max   5.7 eV/Å

***

[2]
The following is a quantum chemistry calculation of a structure of composition C6H9N3O at a distorted geometry, from the OMol25 dataset.

Each line ends with the Mulliken charge.
Geometry (Å):
1 C -3.3323 -0.4752 0.3126  -1.005
2 C -1.9547 0.0879 0.1711  0.475
3 N -1.5966 1.1955 0.8127  -0.908
4 N -0.3323 1.4350 0.4474  0.305
5 C 0.1465 0.5177 -0.4222  0.254
6 C 1.5238 0.6075 -1.0072  -0.534
7 C 2.6104 0.2858 -0.0501  0.470
8 N 3.2829 0.6279 0.8962  -0.647
9 C -0.8707 -0.4044 -0.6031  -0.431
10 H -3.3001 -1.4951 0.7206  0.260
11 H -3.9287 0.1531 0.9862  0.314
12 H -3.8425 -0.5238 -0.6599  0.265
13 H 0.1383 2.2663 0.7811  0.250
14 H 1.5995 -0.0980 -1.8454  0.268
15 H 1.7209 1.6155 -1.3978  0.302
16 H -0.8627 -1.2638 -1.2684  0.340
17 O 3.1418 -1.6784 0.4161  -0.785
18 H 2.2375 -2.0134 0.4545  0.312
19 H 3.6190 -0.8399 1.2559  0.495

## Properties
Frontier orbital gap   10.06 eV
Energy   -12882.355 eV
E_LUMO   0.57 eV
F_max   5.7 eV/Å

***

[3]
The following is a quantum chemistry calculation of a cluster of 2 separate species, C4H14N3 in total at a distorted geometry, from the OMol25 dataset.

Each line ends with the Mulliken charge.
Geometry (Å):
1 C -1.6797 1.8611 0.1573  -0.815
2 C 2.2507 -0.4835 0.3736  -0.830
3 C 0.2290 -2.4419 -0.1127  -0.450
4 C -1.3910 -0.5021 -0.2889  -0.827
5 N 1.6583 0.6889 -0.2727  -0.153
6 N -0.8397 -1.7553 0.2251  -0.107
7 N -0.9020 0.6679 0.5125  -0.492
8 H -1.0518 2.7089 0.3992  0.327
9 H -1.9506 1.6886 -1.0341  0.288
10 H -2.6164 1.9923 0.6342  0.308
11 H 3.3616 -0.7093 0.0806  0.295
12 H 2.0014 -0.7613 1.4246  0.268
13 H 0.8819 -2.2579 -1.0377  0.321
14 H 0.7043 -3.1958 0.5092  0.347
15 H -2.5240 -0.5029 -0.1748  0.375
16 H -0.9507 -0.3305 -1.2815  0.454
17 H 1.5375 0.6457 -1.2664  0.375
18 H 2.1631 1.6176 -0.1048  0.413
19 H -1.2217 -1.8914 1.2453  0.331
20 H -0.9704 0.1972 1.4512  0.272
21 H 0.6771 0.8945 0.1142  0.300

## Properties
Frontier orbital gap (spin up / spin down)   6.39 / 8.46 eV
Energy   -8834.119 eV
E_LUMO (spin up / spin down)   -3.94 / -3.14 eV
Net charge   +1
F_max   4.2 eV/Å